[1]
The following is a DFT calculation (ωB97M-V/def2-TZVPD) of a 2-piece molecular cluster, C5H12O overall in a non-equilibrium geometry.

Structure (ORCA input):
```
! RIJCOSX wB97M-V def2-TZVPD def2/J DEFGRID3
* xyz 0 1
C -0.479 -0.554 -0.377
H -2.537 -0.388 0.306
H -1.418 1.723 0.800
H 0.944 -1.721 0.568
O -0.839 0.245 -1.405
H 0.223 0.596 0.830
H 2.913 -0.647 -0.492
C -0.344 1.585 1.050
H 0.179 2.395 0.536
C -1.658 -1.032 0.411
H -0.044 0.454 -1.915
H 1.913 -0.718 -1.938
H -1.884 -2.013 -0.006
H -0.257 1.688 2.126
C 0.796 -0.893 -0.113
H -1.424 -1.135 1.476
C 1.949 -0.343 -0.907
H 1.969 0.760 -0.951
*
```

Results
E_HOMO (Eh): -0.2939
ΔE to the lowest compared entry with this formula, charge and spin (eV): 2.013
SMILES: C/C=C(/C)O.C
Gap between HOMO and LUMO (eV): 8.879

***

[2]
The following is a DFT calculation (ωB97M-V/def2-TZVPD) of C5H12O as an isolated structure.

Structure (ORCA input):
```
! RIJCOSX wB97M-V def2-TZVPD def2/J DEFGRID3
* xyz 0 1
C -0.725 0.557 1.395
H 0.743 0.854 -0.902
H -0.848 -2.308 -0.538
H 2.532 0.113 -1.117
C -0.251 -0.404 0.290
H -2.239 -1.312 0.032
C 2.021 0.974 -0.712
O 0.994 -0.848 0.439
H -1.765 0.887 1.268
H -1.177 -2.144 1.197
H 2.279 1.177 0.316
H -0.099 -0.403 -1.913
C -0.389 0.239 -1.078
H -1.228 0.905 -1.328
C -1.213 -1.628 0.232
H -0.635 0.048 2.360
H 2.076 1.855 -1.353
H -0.075 1.439 1.413
*
```

Results
E_HOMO (alpha / beta) (Eh): -0.2907 / -0.3366
ΔE to the lowest compared entry with this formula, charge and spin (eV): 4.998
Gap between HOMO and LUMO (alpha / beta) (eV): 6.847 / 8.600

***

- Which value of ΔE to the lowest compared entry with this formula, charge and spin does entry 1 give?
  2.013 eV

***

- What is the formula in the second record?
  C5H12O

***

- Which value of ΔE to the lowest compared entry with this formula, charge and spin does entry 2 give?
  4.998 eV

***

- The lowest ΔE to the lowest compared entry with this formula, charge and spin belongs to which entry?
  number 1